1.
A 8-piece molecular cluster, C16H41N7O9 overall. Source: the OMol25 dataset; level of theory: wB97M-V/def2-TZVPD.

```
73
C16H41N7O9 (wB97M-V/def2-TZVPD)
C 10.553 -12.878 25.551
C 10.740 -12.235 24.174
N 10.813 -13.063 23.178
O 10.882 -11.068 24.027
H 11.344 -13.611 25.706
H 9.573 -13.356 25.536
H 10.791 -12.161 26.336
H 10.537 -14.032 23.110
H 11.220 -12.639 22.357
C 11.594 -16.959 15.961
C 12.137 -17.693 14.743
N 12.842 -18.744 14.908
O 11.797 -17.341 13.576
H 10.568 -16.613 15.838
H 12.277 -16.151 16.225
H 11.550 -17.537 16.883
H 13.008 -19.276 14.065
H 13.185 -19.065 15.802
C 18.559 -11.116 16.399
C 19.977 -10.928 16.964
N 20.981 -11.569 16.369
O 20.150 -10.179 17.891
H 17.910 -11.344 17.244
H 18.542 -11.888 15.630
H 18.265 -10.206 15.874
H 21.946 -11.570 16.669
H 20.672 -12.188 15.633
C 5.083 -6.250 17.898
C 6.110 -7.242 18.404
N 7.388 -7.255 17.982
O 5.881 -8.025 19.308
H 4.870 -5.459 18.617
H 4.137 -6.783 17.810
H 5.323 -5.880 16.902
H 7.418 -6.963 17.016
H 8.008 -7.967 18.341
C 3.938 -12.958 19.736
C 5.269 -13.335 19.273
N 6.086 -12.359 19.055
O 5.561 -14.503 19.251
H 3.649 -11.996 19.312
H 3.933 -12.939 20.826
H 3.258 -13.764 19.459
H 7.059 -12.362 18.782
H 5.732 -11.467 19.368
C 12.273 -11.200 17.402
C 11.564 -10.138 18.283
N 12.214 -9.090 18.561
O 10.500 -10.433 18.795
H 12.343 -12.094 18.021
H 13.294 -10.986 17.088
H 11.582 -11.512 16.618
H 13.177 -9.088 18.256
H 11.815 -8.476 19.256
C 15.701 -5.490 18.150
C 16.456 -6.782 18.485
N 17.657 -6.574 18.985
O 15.963 -7.901 18.184
H 15.660 -4.937 19.088
H 14.672 -5.741 17.889
H 16.195 -4.929 17.357
H 18.114 -7.442 19.224
H 18.104 -5.752 18.606
O 9.377 -7.134 24.843
C 9.110 -6.205 23.860
C 9.275 -6.999 22.535
O 10.698 -7.304 22.442
H 10.137 -7.665 24.595
H 8.129 -5.757 24.016
H 9.849 -5.406 23.933
H 9.225 -6.328 21.677
H 8.557 -7.799 22.356
H 10.836 -8.164 22.844
```

Calculated values
Structure (SMILES): CC(N)=O.CC(N)=O.CC(N)=O.CC(N)=O.CC(N)=O.CC(N)=O.CC(N)=O.OCCO
Multiplicity: 1
HOMO-LUMO gap: 0.3507 hartree
Relative energy (zero: lowest compared OMol25 entry of this formula, charge and spin): 3.158 eV
DFT total energy: -46116.1151 eV

2.
A 8-piece molecular cluster, C16H41N7O9 overall. Source: the OMol25 dataset; level of theory: wB97M-V/def2-TZVPD.

```
73
C16H41N7O9 (wB97M-V/def2-TZVPD)
C -6.730 -17.731 -3.420
C -7.153 -18.013 -1.987
N -6.393 -18.738 -1.230
O -8.269 -17.688 -1.603
H -5.658 -17.733 -3.615
H -7.024 -16.718 -3.695
H -7.212 -18.493 -4.032
H -5.788 -19.476 -1.560
H -6.710 -18.839 -0.276
C -11.494 -18.507 -12.271
C -11.105 -18.467 -10.829
N -11.591 -19.419 -10.018
O -10.416 -17.556 -10.394
H -11.685 -17.460 -12.507
H -12.446 -19.037 -12.238
H -10.812 -19.043 -12.932
H -11.372 -19.483 -9.034
H -11.982 -20.301 -10.318
C -12.785 -26.555 -1.840
C -13.024 -25.762 -3.001
N -12.066 -25.379 -3.852
O -14.182 -25.243 -3.268
H -12.910 -27.624 -2.015
H -13.421 -26.233 -1.015
H -11.753 -26.500 -1.493
H -12.260 -24.950 -4.746
H -11.080 -25.299 -3.652
C -11.593 -20.924 -0.779
C -11.652 -20.635 0.675
N -11.304 -19.467 1.067
O -12.228 -21.299 1.522
H -10.854 -20.207 -1.136
H -12.520 -20.657 -1.285
H -11.191 -21.890 -1.086
H -11.368 -19.255 2.053
H -10.792 -18.775 0.539
C -6.330 -24.768 2.257
C -7.458 -23.860 1.842
N -8.352 -23.485 2.757
O -7.780 -23.599 0.675
H -5.492 -24.198 2.656
H -5.861 -25.160 1.354
H -6.608 -25.571 2.939
H -9.095 -22.854 2.491
H -8.399 -23.908 3.673
C -13.822 -25.738 -8.432
C -13.535 -24.202 -8.308
N -14.387 -23.259 -8.774
O -12.497 -23.787 -7.840
H -14.422 -26.050 -9.286
H -14.135 -26.099 -7.452
H -12.830 -26.190 -8.445
H -15.245 -23.590 -9.192
H -14.181 -22.288 -8.586
C -11.991 -17.339 -4.733
C -13.396 -16.734 -4.444
N -13.631 -15.524 -4.872
O -14.265 -17.440 -3.980
H -11.273 -16.616 -4.347
H -11.861 -17.581 -5.788
H -11.885 -18.317 -4.264
H -14.587 -15.221 -4.758
H -13.189 -15.321 -5.757
O -8.316 -23.771 -3.630
C -7.345 -22.853 -4.157
C -7.710 -22.466 -5.560
O -8.855 -21.630 -5.582
H -8.155 -23.679 -2.688
H -7.494 -21.975 -3.529
H -6.334 -23.211 -3.967
H -8.122 -23.322 -6.094
H -6.855 -22.126 -6.143
H -9.582 -22.238 -5.733
```

Calculated values
Structure (SMILES): CC(N)=O.CC(N)=O.CC(N)=O.CC(N)=O.CC(N)=O.CC(N)=O.CC(N)=O.OCCO
Multiplicity: 1
HOMO-LUMO gap: 0.3427 hartree
Relative energy (zero: lowest compared OMol25 entry of this formula, charge and spin): 3.476 eV
DFT total energy: -46115.7980 eV